# C30H51Si4

A cluster of 2 separate species, C30H51Si4 in total (ωB97M-V/def2-TZVPD, the Open Molecules 2025 dataset).

Each line ends with the Mulliken charge.
CARTESIAN COORDINATES (ANGSTROEM)
C: 3.9485 -3.8864 -3.8652  -1.053
Si: 3.5809 -2.1175 -3.3238  0.457
C: 4.8253 -1.5959 -2.0107  -1.154
C: 3.6257 -0.8947 -4.7539  -1.036
Si: 1.4984 -1.9615 -2.2154  0.043
Si: -0.0185 -0.8185 -3.6043  0.657
C: -0.1478 -1.7446 -5.2398  -1.119
C: -1.5888 -0.7329 -2.5560  -1.071
C: 0.5158 0.9408 -3.9519  -1.113
Si: 0.7152 -4.1788 -2.0884  0.451
C: 0.4777 -5.0096 -3.7617  -0.954
C: 1.9180 -5.1563 -1.0242  -1.094
C: -0.9112 -4.0713 -1.1490  -1.220
C: 1.6470 -1.5057 -0.3621  -0.681
C: 1.4940 -0.0710 0.1632  0.593
C: 1.6050 -0.1083 1.7047  -0.095
C: 1.1991 1.1867 -0.3659  -0.891
H: 4.9728 -3.9036 -4.2704  0.406
H: 3.9110 -4.6096 -3.0395  0.250
H: 3.2740 -4.2397 -4.6562  0.238
H: 5.8338 -1.6271 -2.4536  0.400
H: 4.6329 -0.5694 -1.6641  0.273
H: 4.8122 -2.2653 -1.1377  0.294
H: 4.6211 -0.9631 -5.2147  0.403
H: 2.8778 -1.0972 -5.5291  0.301
H: 3.4878 0.1376 -4.4070  0.230
H: -0.6803 -1.0922 -5.9443  0.420
H: 0.8317 -1.9732 -5.6763  0.246
H: -0.7068 -2.6812 -5.1590  0.281
H: -2.2429 0.0193 -3.0257  0.424
H: -2.1314 -1.6866 -2.5060  0.300
H: -1.3693 -0.3976 -1.5294  0.143
H: -0.3197 1.4418 -4.4636  0.450
H: 0.7099 1.5077 -3.0369  0.280
H: 1.4013 0.9884 -4.5977  0.266
H: 0.2013 -6.0575 -3.5606  0.411
H: -0.3324 -4.5543 -4.3466  0.297
H: 1.3846 -5.0176 -4.3800  0.198
H: 1.5414 -6.1898 -0.9654  0.383
H: 2.9426 -5.1891 -1.4131  0.310
H: 1.9567 -4.7578 0.0004  0.281
H: -1.2024 -5.1057 -0.9017  0.388
H: -0.8199 -3.5144 -0.2036  0.292
H: -1.7207 -3.6185 -1.7373  0.257
H: 0.9287 -2.1407 0.2106  0.207
H: 2.6390 -1.8856 -0.0135  0.434
H: 1.2576 -0.9931 2.2737  0.423
H: 2.5756 0.2415 2.1256  0.305
H: 0.9143 0.7185 1.9367  -1.243
H: 0.8127 1.9907 0.2747  0.050
H: 1.5343 1.5438 -1.3551  0.344
C: 3.8106 3.1637 5.8721  -1.371
C: 2.5727 2.7604 5.1336  0.868
C: 2.2164 1.4164 4.9869  -0.412
C: 1.0773 1.0529 4.2884  -0.604
C: 0.2781 2.0145 3.6185  1.078
C: -0.7761 1.6835 2.6696  0.255
C: -1.9537 2.4466 2.6434  -0.285
C: -3.2077 1.8853 2.3211  -0.342
C: -4.4344 2.6006 2.3966  1.032
C: -5.6208 1.9418 2.0025  -0.681
C: -6.8396 2.5831 2.1002  -0.614
C: -6.9455 3.8979 2.5882  0.888
C: -8.2650 4.5862 2.5961  -1.397
C: -5.7689 4.5311 3.0149  -0.821
C: -4.5338 3.9191 2.9223  -0.495
C: 0.5432 3.3790 3.9214  -0.910
C: 1.6638 3.7274 4.6627  -0.742
H: 3.7536 4.2008 6.2288  0.367
H: 4.0089 2.4924 6.7176  0.369
H: 4.6788 3.1106 5.2039  0.297
H: 2.8414 0.6469 5.4505  0.391
H: 0.8611 0.0007 4.1713  0.511
H: -0.8788 0.7436 2.0932  0.416
H: -1.9385 3.5201 2.8996  0.036
H: -3.2490 0.8782 1.8860  0.386
H: -5.5505 0.8915 1.6934  0.343
H: -7.7305 2.0542 1.7652  0.398
H: -8.1951 5.5812 3.0108  0.380
H: -8.6813 4.6418 1.5967  0.335
H: -8.9651 4.0299 3.2018  0.359
H: -5.8222 5.5407 3.4109  0.311
H: -3.6361 4.3943 3.3268  0.336
H: -0.0601 4.1683 3.4626  0.343
H: 1.8327 4.7812 4.9133  0.315

Calculated values
* total charge: +1
* calculated total energy: -63441.3200 eV
* highest occupied orbital energy: -9.71 eV
* spin multiplicity: 1
* lowest unoccupied orbital energy: -5.488 eV
* frontier orbital gap: 0.1551 Ha